(1)
{"formula": "C3H10PS", "method": "ωB97M-V with the def2-TZVPD basis set", "multiplicity": 1, "fmax_ha_per_bohr": 0.101, "total_charge": 1, "gap_ev": 11.0, "homo_energy_ev": -14.58, "e_above_lowest_kcal_mol": 30.5, "symbols": ["C", "C", "C", "P", "S", "H", "H", "H", "H", "H", "H", "H", "H", "H", "H"], "positions_angstrom": [[1.590, 0.240, 0.654], [-1.454, -0.375, 1.216], [-0.333, 0.672, -1.887], [0.084, -0.306, -0.339], [0.434, -2.220, -1.053], [1.358, 0.779, 1.500], [2.167, 1.008, -0.061], [2.120, -0.755, 0.950], [-2.376, -0.416, 0.797], [-1.253, 0.425, 1.798], [-1.344, -1.301, 1.675], [-1.411, 0.478, -1.926], [0.269, 0.014, -2.620], [0.001, 1.662, -1.540], [0.065, -2.962, -0.005]]}

---

(2)
{"formula": "C4H4O3", "method": "ωB97M-V with the def2-TZVPD basis set", "multiplicity": 1, "fmax_ha_per_bohr": 0.021, "total_charge": 0, "gap_ev": 9.4, "homo_energy_ev": -8.86, "smiles": "O=C=CO.C=C=O", "e_above_lowest_kcal_mol": 67.5, "symbols": ["O", "C", "C", "O", "H", "H", "C", "C", "O", "H", "H"], "positions_angstrom": [[-2.032, 1.491, -0.918], [-1.659, 0.398, -0.726], [-1.265, -0.840, -0.468], [-0.141, -1.395, -1.032], [-1.860, -1.413, 0.238], [0.614, -1.059, -0.492], [1.467, 0.045, 0.768], [0.905, 1.203, 0.461], [0.454, 2.230, 0.165], [1.039, -0.539, 1.574], [2.480, -0.122, 0.430]]}

---

(3)
{"formula": "C6H16O", "method": "ωB97M-V with the def2-TZVPD basis set", "multiplicity": 1, "fmax_ha_per_bohr": 0.053, "total_charge": 0, "gap_ev": 9.9, "homo_energy_ev": -9.37, "e_above_lowest_kcal_mol": 95.9, "symbols": ["C", "C", "C", "C", "H", "H", "H", "H", "H", "H", "H", "H", "H", "H", "C", "C", "O", "H", "H", "H", "H", "H", "H"], "positions_angstrom": [[0.649, -0.049, -1.384], [0.241, -1.312, -2.116], [-0.601, 1.600, -0.757], [1.869, -0.203, -0.504], [0.872, 0.696, -2.147], [2.174, 0.746, -0.063], [1.682, -0.915, 0.297], [-0.694, -1.168, -2.658], [0.137, -2.154, -1.430], [1.018, -1.593, -2.837], [0.299, 2.118, -0.450], [-1.507, 1.970, -0.282], [-0.876, 1.798, -1.788], [2.720, -0.583, -1.086], [-1.314, -0.139, 1.537], [-0.599, 0.134, 2.848], [-0.784, -1.212, 0.846], [-0.508, -0.850, -0.057], [-2.399, -0.242, 1.664], [-1.116, 0.760, 0.841], [0.450, 0.376, 2.661], [-1.070, 0.970, 3.371], [-0.643, -0.748, 3.493]]}

---

(4)
{"formula": "C24H61F3GaO12S", "method": "ωB97M-V with the def2-TZVPD basis set", "multiplicity": 1, "fmax_ha_per_bohr": 0.140, "total_charge": -1, "gap_ev": 6.7, "homo_energy_ev": -4.70, "symbols": ["C", "C", "O", "C", "C", "O", "C", "Ga", "C", "C", "C", "C", "S", "O", "O", "O", "C", "C", "O", "C", "F", "F", "F", "H", "H", "H", "H", "H", "H", "H", "H", "H", "H", "H", "H", "H", "H", "H", "H", "H", "H", "H", "H", "H", "H", "H", "H", "H", "C", "C", "O", "H", "H", "H", "H", "H", "H", "C", "C", "O", "H", "H", "H", "H", "H", "H", "C", "C", "O", "H", "H", "H", "H", "H", "H", "C", "C", "O", "H", "H", "H", "H", "H", "H", "C", "C", "O", "H", "H", "H", "H", "H", "H", "C", "C", "O", "H", "H", "H", "H", "H", "H"], "positions_angstrom": [[-2.036, 3.960, -1.744], [-0.672, 3.652, -2.643], [-0.258, 2.282, -2.300], [1.093, 2.237, -1.718], [1.044, 2.399, -0.055], [2.412, 2.758, 0.349], [2.601, 2.713, 1.805], [3.411, 0.978, 2.561], [2.039, 0.056, 3.865], [1.057, -1.019, 3.105], [1.040, -2.479, 3.869], [1.599, -3.673, 2.845], [0.389, -5.126, 2.741], [-0.611, -4.787, 1.568], [-0.451, -5.305, 4.029], [1.183, -6.567, 2.284], [4.145, -0.359, 1.178], [3.717, -0.088, -0.378], [4.508, 1.024, -1.004], [4.002, -1.403, -1.371], [3.089, -1.404, -2.570], [3.895, -2.701, -0.666], [5.444, -1.271, -1.789], [-2.147, 3.089, -0.967], [-2.941, 3.923, -2.487], [-1.936, 4.969, -1.146], [-0.854, 3.684, -3.799], [0.108, 4.486, -2.385], [1.669, 1.245, -2.045], [1.799, 3.126, -2.084], [0.785, 1.372, 0.482], [0.283, 3.244, 0.222], [3.250, 3.622, 2.224], [1.531, 2.846, 2.317], [4.653, 1.416, 3.521], [2.724, -0.558, 4.620], [1.464, 0.876, 4.497], [1.325, -1.108, 1.947], [-0.039, -0.589, 3.187], [1.762, -2.523, 4.811], [-0.084, -2.695, 4.202], [1.770, -3.243, 1.765], [2.612, -4.121, 3.244], [1.769, -6.360, 1.475], [5.335, -0.347, 1.210], [3.848, -1.449, 1.566], [2.561, 0.088, -0.426], [3.971, 1.213, -1.852], [-3.449, -3.238, 1.422], [-4.908, -3.634, 1.319], [-5.560, -2.834, 0.344], [-3.356, -2.182, 1.694], [-2.933, -3.843, 2.173], [-2.945, -3.365, 0.459], [-5.414, -3.485, 2.278], [-5.010, -4.686, 1.035], [-5.109, -2.980, -0.505], [-7.038, 3.770, -2.267], [-5.748, 3.926, -1.488], [-5.251, 5.248, -1.631], [-6.875, 3.988, -3.328], [-7.432, 2.755, -2.171], [-7.794, 4.477, -1.909], [-4.989, 3.233, -1.863], [-5.905, 3.722, -0.424], [-5.930, 5.855, -1.287], [-2.426, -1.735, 6.916], [-1.523, -0.529, 7.070], [-1.576, 0.269, 5.896], [-2.124, -2.334, 6.051], [-2.393, -2.363, 7.811], [-3.461, -1.424, 6.742], [-0.486, -0.844, 7.221], [-1.826, 0.083, 7.925], [-2.499, 0.551, 5.775], [9.096, 0.903, 1.119], [8.581, -0.302, 1.878], [7.355, -0.743, 1.313], [8.365, 1.718, 1.148], [10.039, 1.258, 1.544], [9.256, 0.657, 0.064], [8.402, -0.046, 2.926], [9.301, -1.126, 1.841], [7.527, -0.976, 0.384], [-8.220, 2.208, -6.422], [-8.099, 1.264, -5.244], [-8.251, 1.983, -4.029], [-7.460, 2.994, -6.365], [-8.101, 1.670, -7.367], [-9.194, 2.707, -6.421], [-7.116, 0.784, -5.237], [-8.864, 0.482, -5.288], [-9.130, 2.397, -4.042], [4.425, -1.663, -6.315], [3.000, -2.169, -6.396], [2.776, -3.152, -5.396], [5.134, -2.487, -6.446], [4.615, -0.908, -7.082], [4.626, -1.225, -5.331], [2.811, -2.626, -7.372], [2.285, -1.353, -6.252], [2.939, -2.734, -4.532]]}

---

(5)
{"formula": "H4N4O2", "method": "ωB97M-V with the def2-TZVPD basis set", "multiplicity": 1, "fmax_ha_per_bohr": 0.067, "total_charge": 0, "gap_ev": [8.9, 8.9], "homo_energy_ev": [-8.55, -8.55], "smiles": "N/N=N\\O.N=O", "e_above_lowest_kcal_mol": 33.3, "symbols": ["N", "N", "N", "O", "H", "H", "H", "N", "O", "H"], "positions_angstrom": [[0.165, -0.391, -1.668], [0.382, -0.048, -0.368], [-0.037, 0.966, 0.143], [-0.859, 1.918, -0.618], [-0.648, 0.217, -2.085], [0.516, -1.288, -2.044], [-1.243, 2.560, -0.004], [0.938, -1.309, 2.302], [0.064, -1.928, 2.860], [0.721, -0.697, 1.481]]}

---

(6)
{"formula": "CH11N3O3", "method": "ωB97M-V with the def2-TZVPD basis set", "multiplicity": 1, "fmax_ha_per_bohr": 0.043, "total_charge": 0, "gap_ev": 9.8, "homo_energy_ev": -9.25, "smiles": "N=C(N)N.O.O.O", "e_above_lowest_kcal_mol": 11.4, "symbols": ["N", "C", "N", "N", "H", "H", "H", "H", "H", "O", "H", "H", "O", "H", "H", "O", "H", "H"], "positions_angstrom": [[-0.830, 0.262, -0.852], [-0.313, -0.465, 0.086], [-0.396, -0.191, 1.432], [0.590, -1.443, -0.266], [-1.565, 0.836, -0.448], [-0.961, 0.611, 1.648], [0.488, -0.100, 1.924], [0.541, -1.601, -1.254], [1.443, -1.494, 0.256], [2.372, 0.893, 1.209], [2.144, 1.082, 0.274], [3.251, 1.270, 1.349], [-4.308, -1.093, -0.068], [-3.849, -1.263, 0.762], [-3.663, -1.297, -0.755], [1.751, 1.534, -1.440], [1.001, 0.939, -1.633], [2.305, 1.520, -2.225]]}

---

(7)
{"formula": "C4H6FNO3S", "method": "ωB97M-V with the def2-TZVPD basis set", "multiplicity": 1, "fmax_ha_per_bohr": 0.161, "total_charge": 0, "gap_ev": 9.2, "homo_energy_ev": -10.29, "smiles": "C#CN(COC)S(=O)(=O)F", "e_above_lowest_kcal_mol": 61.9, "symbols": ["C", "C", "N", "C", "O", "C", "S", "O", "O", "F", "H", "H", "H", "H", "H", "H"], "positions_angstrom": [[-0.107, 2.734, -1.278], [0.551, 1.581, -1.260], [0.927, 0.136, -1.064], [0.988, -0.154, 0.419], [-0.185, 0.339, 1.142], [-0.482, -0.535, 2.284], [-0.224, -0.887, -1.878], [0.395, -2.118, -2.512], [-0.887, -0.073, -2.994], [-1.472, -1.421, -0.841], [-0.887, 3.593, -1.203], [1.116, -1.287, 0.644], [1.902, 0.440, 0.842], [0.445, -0.602, 2.972], [-0.660, -1.619, 1.878], [-1.418, -0.128, 2.847]]}

---

(8)
{"formula": "C2H3AgFLiO", "method": "ωB97M-V with the def2-TZVPD basis set", "multiplicity": 2, "fmax_ha_per_bohr": 0.073, "total_charge": 1, "gap_ev": [6.4, 9.4], "homo_energy_ev": [-11.40, -14.39], "symbols": ["O", "C", "C", "Li", "H", "F", "H", "Ag", "H"], "positions_angstrom": [[-1.167, 0.554, -0.148], [-0.363, -0.503, -0.058], [1.001, -0.365, 0.420], [-2.930, 0.452, -0.393], [-0.627, -1.406, -0.629], [1.780, 0.559, -0.471], [1.261, 0.025, 1.411], [0.238, 2.243, -0.743], [0.807, -1.558, 0.611]]}